A cluster of 2 separate species, C8H7O5 in total at a distorted geometry, computed with wB97M-V/def2-TZVPD.

Structure (ORCA input):
```
! wB97M-V def2-TZVPD RIJCOSX def2/J DEFGRID3
* xyz -1 3
C -1.43432 -0.21525 2.39153
C -2.03486 -0.54335 1.09265
C -0.17402 0.32779 2.43613
C -1.36769 -0.26574 -0.07628
C 1.62610 -1.11672 -1.60294
C 0.52048 0.78517 1.23956
C -0.17248 0.50767 -0.14651
C 0.96758 0.31683 -1.88985
O 2.58926 -1.23976 -0.84419
O 0.92809 -1.97050 -2.15167
O -0.09039 1.82060 0.42397
O -0.06088 0.31836 -2.80588
O 1.81612 1.35672 -1.91942
H -1.91423 -0.57401 3.17836
H -2.92282 -1.15144 1.13308
H 0.56334 0.35634 3.27185
H -1.50850 -0.72617 -1.07230
H 1.52197 0.63557 1.45171
H -0.24866 -0.60520 -2.78052
H 1.39590 1.98308 -1.32928
*
```

Properties
* HOMO-LUMO gap (spin up / spin down): 5.9 / 5.4 eV
* ΔE to the lowest compared entry with this formula, charge and spin: 164.94 kJ/mol

---

A structure of composition C5H10OS2 at a distorted geometry, computed with wB97M-V/def2-TZVPD.

Structure (ORCA input):
```
! wB97M-V def2-TZVPD RIJCOSX def2/J DEFGRID3
* xyz 0 1
C 2.56121 0.28297 -0.28614
C 0.31910 -0.71586 0.69662
C -0.34412 0.86213 0.53619
C -1.46144 1.17043 -0.41393
C -1.78097 -1.57672 -0.23473
H 1.69247 1.21850 0.49462
H 3.70068 -0.34700 0.38641
H 3.11595 0.97603 -1.39558
H 1.00930 -0.64415 1.49265
H 0.45511 1.58912 0.35682
H -0.54619 1.17991 1.68731
H -2.04895 2.02399 -0.06966
H -1.03597 1.32430 -1.41917
H -1.10193 -1.90954 -1.16005
H -2.26519 -2.53637 -0.17319
O -0.83833 -1.58569 0.87795
S 1.35777 -1.06580 -0.82015
S -2.78849 -0.24625 -0.55598
*
```

Properties
* HOMO-LUMO gap: 9.1 eV
* ΔE to the lowest compared entry with this formula, charge and spin: 609.82 kJ/mol

---

A structure of composition C11H29N2O6S3 at a distorted geometry, computed with wB97M-V/def2-TZVPD.

Structure (ORCA input):
```
! wB97M-V def2-TZVPD RIJCOSX def2/J DEFGRID3
* xyz -1 1
N 6.25915 -3.53361 -0.83012
S 5.30870 -3.27184 -2.16169
O 6.16072 -3.57789 -3.27776
O 4.15407 -4.11914 -1.97950
N 4.90216 -1.72393 -2.27137
S 4.44966 -0.93349 -0.96398
O 4.10572 0.40833 -1.38915
O 5.44023 -0.96132 0.09597
C 2.93996 -1.63381 -0.28793
C 1.97520 -2.06069 -1.38287
C 0.95178 -3.12145 -0.97186
S 1.54538 -4.49130 0.05139
H 7.17936 -3.16383 -1.02578
H 5.87325 -3.10371 0.00116
H 3.23722 -2.45440 0.36064
H 2.52722 -0.80587 0.28564
H 2.50480 -2.38797 -2.27256
H 1.40443 -1.17585 -1.68126
H 0.55130 -3.55511 -1.88792
H 0.09894 -2.70360 -0.43896
H 2.29680 -5.11409 -0.86016
C 2.21045 2.94883 0.43778
C 1.12399 1.92444 0.19747
O 0.74187 1.18779 1.34992
C 0.22140 1.94055 2.42470
C -1.03715 2.72046 2.08181
H 3.10198 2.47143 0.84388
H 2.47529 3.41734 -0.51005
H 1.90457 3.74335 1.12363
H 1.50261 1.18751 -0.51141
H 0.24482 2.39013 -0.26547
H 0.98805 2.60891 2.83539
H -0.00506 1.20803 3.20063
H -0.85695 3.47323 1.31346
H -1.41586 3.23273 2.96760
H -1.81427 2.04823 1.71407
C -7.18565 2.03722 0.26368
C -5.71721 2.42125 0.34233
O -4.95781 1.62680 1.23096
C -4.90146 0.24019 0.94506
C -4.30205 -0.09161 -0.41050
H -7.64509 2.08236 1.25196
H -7.71459 2.72299 -0.39924
H -7.32492 1.02774 -0.12515
H -5.62656 3.43809 0.72515
H -5.26777 2.41912 -0.65752
H -5.89405 -0.21413 1.04950
H -4.27713 -0.18311 1.73163
H -4.89932 0.30452 -1.23306
H -4.24132 -1.17293 -0.53514
H -3.29690 0.32307 -0.49500
*
```

Properties
* HOMO-LUMO gap: 8.1 eV

---

The molecule C3H9NO at a distorted geometry, computed with wB97M-V/def2-TZVPD.

Structure (ORCA input):
```
! wB97M-V def2-TZVPD RIJCOSX def2/J DEFGRID3
* xyz 0 1
C -0.20470 1.17795 -0.24395
C 0.67006 0.12981 0.45462
C 0.30341 -1.27946 -0.00764
O 1.27194 -2.24567 0.40443
N -1.64351 0.90963 -0.08789
H 0.05697 2.17026 0.15552
H 0.09272 1.19428 -1.28242
H 1.70540 0.36261 0.22221
H 0.48584 0.16890 1.53692
H -0.66819 -1.61040 0.35885
H 0.17842 -1.26339 -1.09521
H 1.87471 -2.35990 -0.33275
H -1.95310 1.34656 0.77354
H -2.16996 1.29882 -0.85624
*
```

Properties
* HOMO-LUMO gap: 10.3 eV
* structure (SMILES): NCCCO
* ΔE to the lowest compared entry with this formula, charge and spin: 93.82 kJ/mol

---

A structure of composition C14H32MnNO3P2Si at a distorted geometry, computed with wB97M-V/def2-TZVPD.

Structure (ORCA input):
```
! wB97M-V def2-TZVPD RIJCOSX def2/J DEFGRID3
* xyz 1 6
Mn 0.06306 0.04251 -0.01981
P -2.07027 0.74098 1.06109
C -2.78780 1.71943 -0.30714
C -1.69141 2.36437 -1.13319
N -0.44913 1.82114 -1.18314
C 0.50478 2.40074 -1.95124
C 0.23641 3.56140 -2.67437
C -1.02623 4.12874 -2.61529
C -1.99809 3.52555 -1.83700
C 1.88958 1.79041 -2.06021
P 1.86290 -0.01152 -1.70122
H -2.99113 3.93631 -1.73281
H 1.02370 3.97478 -3.28873
H -1.24841 5.03808 -3.16770
H 2.26847 1.94655 -3.08317
H 2.58972 2.28740 -1.36123
H -3.40467 1.04200 -0.93786
H -3.45229 2.49429 0.11044
H -2.37419 -2.88867 -3.33961
O -3.07920 -2.19779 -3.40767
H -3.45683 -2.35222 -4.29974
H 1.10370 -4.11487 -2.53018
O 0.67694 -4.41770 -3.35645
H 1.13181 -5.25787 -3.57732
C 1.54344 -0.78211 -3.31180
H 2.31401 -0.50771 -4.04865
H 1.52878 -1.87472 -3.18906
H 0.55981 -0.46495 -3.69037
C 3.54380 -0.41082 -1.16473
H 3.55484 -1.49238 -0.97103
H 4.30072 -0.16505 -1.92499
H 3.77614 0.12776 -0.23357
C -1.76776 1.90362 2.41942
H -2.69956 2.39261 2.74106
H -1.35233 1.31728 3.25360
H -1.04163 2.67446 2.11706
C -3.37147 -0.39735 1.57502
H -2.95198 -1.01650 2.38116
H -4.25708 0.14552 1.94138
H -3.65630 -1.02768 0.71836
C 2.60948 -2.38900 2.85740
Si 1.03180 -1.36165 3.06797
C -0.32463 -2.47251 3.79871
C 1.38886 0.00720 4.33808
O 0.55121 -0.74034 1.67005
H 2.96769 -2.83687 3.79423
H 3.42800 -1.77395 2.45969
H 2.44563 -3.21098 2.14740
H -0.03792 -2.91977 4.75992
H -1.25496 -1.91374 3.96531
H -0.55711 -3.29841 3.11318
H 2.17466 0.67956 3.96805
H 0.50129 0.62183 4.53643
H 1.73114 -0.38741 5.30425
*
```

Properties
* HOMO-LUMO gap (spin up / spin down): 7.7 / 8.5 eV
* ΔE to the lowest compared entry with this formula, charge and spin: 0.00 kJ/mol

---

A cluster of 2 separate species, C4H11N4 in total at a distorted geometry, computed with wB97M-V/def2-TZVPD.

Structure (ORCA input):
```
! wB97M-V def2-TZVPD RIJCOSX def2/J DEFGRID3
* xyz 1 1
C -0.45821 -1.34861 0.37818
C -1.17994 0.81829 -1.34460
C 0.08119 -0.45442 1.16991
C -1.90577 -0.90582 -2.91475
N -0.97226 -1.53592 -0.83606
N -1.31555 -0.50637 -1.57190
N 0.51788 0.09231 2.24634
N 2.94325 1.22746 2.24414
H -0.09176 -2.26573 0.76598
H -0.71055 1.20227 -0.34948
H -1.66101 1.45918 -1.96878
H -2.61591 -0.19819 -3.29704
H -1.02474 -0.99689 -3.71840
H -2.46667 -1.90900 -2.75812
H 1.55242 0.48549 2.27252
H -0.09411 0.60920 2.92803
H 2.66277 1.93668 1.60450
H 3.71731 0.78070 1.97334
H 3.02167 1.50937 3.17622
*
```

Properties
* HOMO-LUMO gap: 8.3 eV
* ΔE to the lowest compared entry with this formula, charge and spin: 510.28 kJ/mol

---

A structure of composition C4H7NO2 at a distorted geometry, computed with wB97M-V/def2-TZVPD.

Structure (ORCA input):
```
! wB97M-V def2-TZVPD RIJCOSX def2/J DEFGRID3
* xyz 0 1
O 0.49631 0.29581 2.05061
C -0.64506 0.52741 1.24749
C -0.55147 -0.14534 -0.14359
C 0.95556 -0.39589 -0.56260
N 0.09518 -1.41495 0.00209
C -0.53200 0.59854 -1.48687
O -0.59073 0.19069 -2.63049
H 0.68855 -0.65586 2.00432
H -1.54801 0.18744 1.78657
H -0.73191 1.60734 1.12746
H 1.59652 0.20609 0.05597
H 1.33402 -0.64729 -1.54888
H -0.17554 -2.05754 -0.73335
H -0.41150 1.67653 -1.25579
*
```

Properties
* HOMO-LUMO gap: 10.6 eV
* ΔE to the lowest compared entry with this formula, charge and spin: 374.30 kJ/mol

---

A structure of composition C10H10Br2Fe at a distorted geometry, computed with wB97M-V/def2-TZVPD.

Structure (ORCA input):
```
! wB97M-V def2-TZVPD RIJCOSX def2/J DEFGRID3
* xyz -1 6
C 1.25700 1.12311 -0.84782
C 0.57640 2.33393 -0.61121
C 0.84008 2.75270 0.76626
H -0.02364 2.89357 -1.33709
C 1.62739 1.67077 1.36570
C 1.85955 0.69822 0.37579
H 2.42643 -0.24820 0.49789
H 1.34553 0.60175 -1.81109
H 0.64087 3.74747 1.20352
H 2.04840 1.70185 2.38570
Fe -0.83307 1.85726 1.78688
Br -2.46968 1.71443 0.18867
C -1.71454 -2.38252 0.13138
C -0.29983 -2.64329 0.20625
C 0.29415 -2.16483 -0.98283
H 0.23081 -2.99965 1.09232
C -0.73625 -1.61682 -1.80865
C -1.98115 -1.77839 -1.13710
H -2.93244 -1.36814 -1.45574
H -2.41514 -2.46235 0.95855
H 1.34364 -2.27202 -1.26504
H -0.59076 -1.15687 -2.79250
Br -0.49374 -0.00197 3.09016
*
```

Properties
* HOMO-LUMO gap (spin up / spin down): 5.6 / 3.2 eV
* ΔE to the lowest compared entry with this formula, charge and spin: 0.00 kJ/mol

---

> Number 6 is which compound?

C4H11N4

---

What did the third record say?
A structure of composition C11H29N2O6S3 at a distorted geometry, computed with wB97M-V/def2-TZVPD.

Structure (ORCA input):
```
! wB97M-V def2-TZVPD RIJCOSX def2/J DEFGRID3
* xyz -1 1
N 6.25915 -3.53361 -0.83012
S 5.30870 -3.27184 -2.16169
O 6.16072 -3.57789 -3.27776
O 4.15407 -4.11914 -1.97950
N 4.90216 -1.72393 -2.27137
S 4.44966 -0.93349 -0.96398
O 4.10572 0.40833 -1.38915
O 5.44023 -0.96132 0.09597
C 2.93996 -1.63381 -0.28793
C 1.97520 -2.06069 -1.38287
C 0.95178 -3.12145 -0.97186
S 1.54538 -4.49130 0.05139
H 7.17936 -3.16383 -1.02578
H 5.87325 -3.10371 0.00116
H 3.23722 -2.45440 0.36064
H 2.52722 -0.80587 0.28564
H 2.50480 -2.38797 -2.27256
H 1.40443 -1.17585 -1.68126
H 0.55130 -3.55511 -1.88792
H 0.09894 -2.70360 -0.43896
H 2.29680 -5.11409 -0.86016
C 2.21045 2.94883 0.43778
C 1.12399 1.92444 0.19747
O 0.74187 1.18779 1.34992
C 0.22140 1.94055 2.42470
C -1.03715 2.72046 2.08181
H 3.10198 2.47143 0.84388
H 2.47529 3.41734 -0.51005
H 1.90457 3.74335 1.12363
H 1.50261 1.18751 -0.51141
H 0.24482 2.39013 -0.26547
H 0.98805 2.60891 2.83539
H -0.00506 1.20803 3.20063
H -0.85695 3.47323 1.31346
H -1.41586 3.23273 2.96760
H -1.81427 2.04823 1.71407
C -7.18565 2.03722 0.26368
C -5.71721 2.42125 0.34233
O -4.95781 1.62680 1.23096
C -4.90146 0.24019 0.94506
C -4.30205 -0.09161 -0.41050
H -7.64509 2.08236 1.25196
H -7.71459 2.72299 -0.39924
H -7.32492 1.02774 -0.12515
H -5.62656 3.43809 0.72515
H -5.26777 2.41912 -0.65752
H -5.89405 -0.21413 1.04950
H -4.27713 -0.18311 1.73163
H -4.89932 0.30452 -1.23306
H -4.24132 -1.17293 -0.53514
H -3.29690 0.32307 -0.49500
*
```

Properties
* HOMO-LUMO gap: 8.1 eV

---

> What is the formula in the third record?

C11H29N2O6S3